(1)
DFT (the ωB97M-V functional and the def2-TZVPD basis) results for a 8-piece molecular cluster, C31H89O33P10 overall in a non-equilibrium geometry.

Element x y z (Å)
1 C 0.2359 -5.7277 -2.8189
2 C 1.7595 -5.9085 -2.3956
3 O 2.0818 -5.0203 -1.3034
4 C 2.2737 -5.7153 -0.0595
5 C 2.1118 -4.6496 1.1309
6 O 1.8615 -3.3742 0.4988
7 C 2.0584 -2.3117 1.4195
8 P 3.1300 -0.9378 0.6483
9 C 4.2644 -1.5571 -0.7060
10 C 4.9493 -2.9460 -0.4045
11 O 5.8579 -2.8445 0.7245
12 P 4.1104 0.0637 2.3199
13 O 5.1142 1.3283 1.8078
14 O 4.8936 -1.0196 3.3554
15 P 1.6881 0.4468 -0.2725
16 C 1.3600 1.8694 0.9499
17 C 2.4040 1.2566 -1.8105
18 C 3.9241 1.7147 -1.6925
19 H -0.0482 -4.6471 -2.9055
20 H -0.3879 -6.2340 -2.0282
21 H 0.0895 -6.1939 -3.8403
22 H 2.0327 -6.9558 -2.0990
23 H 2.3712 -5.5512 -3.2813
24 H 1.5035 -6.5383 0.0620
25 H 3.3194 -6.1513 -0.0864
26 H 1.3211 -4.9374 1.8734
27 H 3.1009 -4.6144 1.6855
28 H 2.4388 -2.6131 2.4335
29 H 1.0400 -1.8379 1.5950
30 H 5.0874 -0.8237 -0.9386
31 H 3.6285 -1.7097 -1.6338
32 H 5.6041 -3.1812 -1.3008
33 H 4.2247 -3.8054 -0.3108
34 H 5.6242 -3.5719 1.3234
35 H 5.6355 1.6662 2.5600
36 H 5.5346 -1.5951 2.8910
37 H 2.3048 2.4158 1.2088
38 H 0.8506 1.4475 1.8681
39 H 0.6089 2.5272 0.4156
40 H 2.3038 0.6240 -2.7415
41 H 1.7916 2.1963 -1.9780
42 H 4.6383 0.9819 -2.1655
43 H 4.0499 2.6837 -2.2885
44 H 4.2384 1.9330 -0.6326
45 C 6.3306 4.7009 -7.0532
46 O 5.8253 4.2232 -5.8201
47 P 4.9974 5.1795 -4.6689
48 O 4.1349 4.0012 -4.2375
49 O 4.2767 6.0477 -5.8703
50 C 3.2953 5.4412 -6.7014
51 O 4.3059 6.2251 -3.4992
52 C 2.9249 6.5149 -3.5671
53 H 7.3027 4.2365 -7.2363
54 H 5.6641 4.3796 -7.8555
55 H 6.4482 5.7855 -7.0733
56 H 3.2047 4.3693 -6.5269
57 H 3.5703 5.6080 -7.7456
58 H 2.3327 5.9211 -6.5208
59 H 2.3308 5.6239 -3.7743
60 H 2.7357 7.2792 -4.3251
61 H 2.6217 6.9202 -2.5990
62 C -0.2206 6.4451 5.5926
63 O -0.0867 5.1257 5.0969
64 P 1.2083 4.5728 4.1218
65 O 1.1062 3.1836 4.7370
66 O 2.2631 5.5292 4.9473
67 C 2.5704 5.2471 6.3073
68 O 2.4780 4.0978 3.0798
69 C 3.7012 3.6658 3.6368
70 H -1.2718 6.7376 5.5295
71 H 0.0532 6.4542 6.6490
72 H 0.3809 7.1695 5.0419
73 H 1.9470 4.4545 6.7208
74 H 2.4232 6.1562 6.8949
75 H 3.6198 4.9593 6.3805
76 H 3.5490 2.9993 4.4879
77 H 4.3073 4.5253 3.9329
78 H 4.2453 3.1264 2.8648
79 C 6.2211 8.0641 -3.9571
80 O 6.8132 9.0405 -4.7843
81 P 6.6619 10.7356 -4.5608
82 O 8.0490 11.0229 -5.1147
83 O 6.6686 10.5601 -2.9214
84 C 7.8656 10.1961 -2.2482
85 O 6.2110 12.3769 -4.4020
86 C 6.9302 13.2044 -3.5103
87 H 5.8482 7.2460 -4.5940
88 H 6.9879 7.6417 -3.3036
89 H 5.3931 8.4496 -3.3655
90 H 8.6699 9.9375 -2.9368
91 H 7.6584 9.3360 -1.6060
92 H 8.1822 11.0263 -1.6156
93 H 8.0063 13.0418 -3.5850
94 H 6.5933 13.0402 -2.4841
95 H 6.7132 14.2418 -3.7723
96 C -1.7570 -11.7495 1.1019
97 O -1.0121 -10.5776 0.8296
98 P -1.6676 -8.9983 0.7773
99 O -0.3644 -8.4193 1.3146
100 O -2.7100 -9.3700 1.9986
101 C -2.2169 -9.6143 3.3084
102 O -2.3667 -7.4429 0.6519
103 C -2.5596 -6.6792 1.8247
104 H -1.4027 -12.5482 0.4458
105 H -1.5591 -12.0666 2.1279
106 H -2.8280 -11.6159 0.9466
107 H -1.1283 -9.6528 3.3443
108 H -2.6166 -10.5688 3.6604
109 H -2.5749 -8.8277 3.9739
110 H -1.6942 -6.7284 2.4877
111 H -3.4573 -7.0114 2.3506
112 H -2.7127 -5.6407 1.5238
113 C -1.9092 2.2920 5.3520
114 O -2.7021 1.1361 5.1471
115 P -4.1878 1.1039 4.2961
116 O -3.9664 -0.3103 3.7784
117 O -3.6495 2.2475 3.2329
118 C -2.6607 1.9158 2.2741
119 O -5.7750 1.2524 3.6809
120 C -5.9777 1.2077 2.2812
121 H -1.5058 2.2640 6.3675
122 H -1.0588 2.2617 4.6708
123 H -2.4661 3.2209 5.2194
124 H -2.2484 0.9181 2.4279
125 H -1.8501 2.6484 2.3394
126 H -3.0993 1.9779 1.2765
127 H -5.3879 0.4196 1.8101
128 H -5.7414 2.1752 1.8346
129 H -7.0353 1.0074 2.1002
130 C -5.5216 -12.4708 1.9262
131 O -5.0431 -12.9220 0.6757
132 P -5.9766 -13.7834 -0.4767
133 O -5.2384 -13.1757 -1.6610
134 O -7.3280 -12.9245 -0.0868
135 C -7.4378 -11.5580 -0.4594
136 O -6.9114 -14.8671 -1.4110
137 C -7.8327 -14.3482 -2.3484
138 H -4.7373 -12.6209 2.6740
139 H -5.7074 -11.3964 1.8688
140 H -6.4225 -12.9922 2.2520
141 H -6.5131 -11.1646 -0.8813
142 H -7.7000 -10.9737 0.4262
143 H -8.2426 -11.4537 -1.1881
144 H -7.4092 -13.5187 -2.9165
145 H -8.7496 -14.0327 -1.8452
146 H -8.0900 -15.1523 -3.0406
147 C -6.2714 5.2927 1.2716
148 O -7.1800 4.2186 1.1286
149 P -8.7631 4.3549 0.4854
150 O -8.7357 2.9576 -0.1173
151 O -8.2726 5.5006 -0.5942
152 C -7.4511 5.1384 -1.6939
153 O -10.3989 4.6636 0.0978
154 C -10.7869 4.7079 -1.2600
155 H -5.7431 5.1787 2.2225
156 H -5.5230 5.2309 0.4790
157 H -6.7591 6.2683 1.2541
158 H -7.1111 4.1042 -1.6382
159 H -6.5793 5.7977 -1.7117
160 H -8.0110 5.2873 -2.6181
161 H -10.3357 3.8995 -1.8371
162 H -10.5284 5.6750 -1.6976
163 H -11.8729 4.6023 -1.2982

Computed properties:
- Lowest unoccupied orbital energy: -4.8146 eV
- Strongest force on any atom: 9.01 eV/Å
- Charge: +1

***

(2)
DFT (the ωB97M-V functional and the def2-TZVPD basis) results for a 14-piece molecular cluster, C31H90N8O14 overall in a non-equilibrium geometry.

Element x y z (Å)
1 C 1.4407 3.5140 3.7389
2 O 0.8000 4.4731 3.2735
3 N 2.2919 2.7392 3.0337
4 N 1.2308 3.0920 5.0094
5 H 2.8772 2.0684 3.4968
6 H 2.3291 2.7395 2.0208
7 H 1.6399 2.2113 5.2675
8 H 0.7044 3.6107 5.6847
9 C -2.8776 5.0485 2.3729
10 O -4.1016 5.1625 2.4713
11 N -2.1085 6.0647 1.8647
12 N -2.1750 3.9840 2.8240
13 H -2.6389 6.8770 1.6135
14 H -1.1359 5.8866 1.7031
15 H -1.1745 4.0601 2.9324
16 H -2.6302 3.2183 3.3038
17 C 2.3226 0.6002 -5.6838
18 O 1.2151 0.7424 -6.2126
19 N 2.5839 0.7349 -4.3623
20 N 3.3936 0.1754 -6.3983
21 H 1.7860 0.7370 -3.7442
22 H 3.5264 0.6592 -4.0192
23 H 3.2961 0.2453 -7.3963
24 H 4.2767 -0.0384 -5.9728
25 C 2.3574 4.5829 -0.1117
26 O 2.6820 3.4708 0.3005
27 N 1.5299 5.4265 0.5716
28 N 2.7396 5.0830 -1.3375
29 H 1.2531 5.0456 1.4782
30 H 1.1922 6.2983 0.2252
31 H 2.2780 5.9399 -1.5630
32 H 3.1453 4.5067 -2.0496
33 C -3.3026 4.3290 -1.0372
34 C -4.7678 4.2451 -1.4488
35 O -5.0600 2.8682 -1.5865
36 H -3.0239 3.6199 -0.2571
37 H -2.9319 5.3076 -0.7268
38 H -2.6523 4.0714 -1.8767
39 H -4.9430 4.8483 -2.3441
40 H -5.3579 4.7133 -0.6536
41 H -6.0078 2.7349 -1.6766
42 C 0.9920 -2.7378 -3.7768
43 C 0.4576 -2.3122 -5.1280
44 O -0.6154 -3.1080 -5.6571
45 H 1.4104 -3.7459 -3.8650
46 H 0.1825 -2.7899 -3.0476
47 H 1.7976 -2.0811 -3.4498
48 H 1.2447 -2.3410 -5.8861
49 H 0.0397 -1.3085 -5.0917
50 H -0.3392 -4.0306 -5.6638
51 C -3.4854 -2.1479 -1.2431
52 C -2.5838 -3.3853 -1.1962
53 O -2.2541 -3.4247 0.1952
54 H -3.0814 -1.3282 -0.6459
55 H -4.4960 -2.2627 -0.8504
56 H -3.5358 -1.6567 -2.2187
57 H -1.7436 -3.2300 -1.8796
58 H -3.0427 -4.2975 -1.5841
59 H -1.4181 -3.8999 0.3153
60 C -0.8283 2.4829 -3.1779
61 C -1.4176 1.3584 -4.0090
62 C -2.8448 1.0547 -3.5820
63 O -1.4519 1.6917 -5.3913
64 H 0.2449 2.5837 -3.3988
65 H -0.8757 2.2466 -2.1177
66 H -1.0958 3.5124 -3.4205
67 H -0.8728 0.4042 -3.9478
68 H -2.8846 0.8659 -2.5077
69 H -3.2912 0.2425 -4.1498
70 H -3.3393 2.0159 -3.7469
71 H -0.5514 1.5587 -5.7249
72 C -1.4979 -2.8642 3.6456
73 C -2.2728 -4.1492 3.8346
74 C -3.6745 -3.9349 4.3668
75 O -2.3641 -4.8438 2.5844
76 H -0.4133 -3.0038 3.5832
77 H -1.5463 -2.2404 4.5455
78 H -1.8159 -2.2917 2.7738
79 H -1.7722 -4.9118 4.4386
80 H -4.3373 -3.4676 3.6363
81 H -3.7181 -3.4073 5.3241
82 H -4.1619 -4.8808 4.6197
83 H -2.6366 -4.2045 1.9005
84 C 2.3505 -5.8479 1.3921
85 C 1.7312 -4.5225 0.9301
86 C 2.4130 -4.0782 -0.3518
87 O 0.3119 -4.6110 0.7434
88 H 1.9493 -6.7192 0.8752
89 H 2.1449 -5.9941 2.4569
90 H 3.4322 -5.8163 1.2673
91 H 1.8916 -3.7353 1.6780
92 H 2.6692 -4.9489 -0.9667
93 H 3.4047 -3.6753 -0.1329
94 H 1.8582 -3.4072 -1.0065
95 H 0.0741 -5.0807 1.5590
96 C 4.0100 -0.6577 -1.3906
97 C 5.1610 -1.1791 -2.2398
98 C 4.8832 -2.5627 -2.8413
99 O 5.2415 -0.2806 -3.3667
100 H 4.0515 -1.1747 -0.4256
101 H 3.0560 -0.7511 -1.9063
102 H 4.0549 0.4045 -1.1316
103 H 6.1387 -1.1509 -1.7493
104 H 4.6783 -3.2611 -2.0277
105 H 5.7519 -2.9592 -3.3711
106 H 4.0772 -2.6088 -3.5728
107 H 5.5964 0.5335 -2.9864
108 C -4.1296 -0.7558 2.9690
109 C -3.3084 0.4655 2.5695
110 C -3.7554 1.0922 1.2810
111 O -3.4218 1.4290 3.6492
112 H -3.6412 -1.2517 3.8091
113 H -4.1208 -1.4886 2.1579
114 H -5.1556 -0.4958 3.2274
115 H -2.2345 0.2695 2.5175
116 H -3.3536 2.1011 1.1708
117 H -4.8315 1.2925 1.2323
118 H -3.4758 0.4667 0.4315
119 H -4.3750 1.5612 3.7398
120 C 4.1748 -1.5084 3.4303
121 C 3.2483 -0.3516 3.7610
122 C 1.8620 -0.8490 4.1418
123 O 3.7556 0.5324 4.7495
124 H 3.8283 -2.0613 2.5548
125 H 4.2218 -2.2744 4.2115
126 H 5.1732 -1.1141 3.2371
127 H 3.1441 0.1009 2.7701
128 H 1.2073 -0.0315 4.4432
129 H 1.8953 -1.5858 4.9529
130 H 1.3859 -1.4226 3.3431
131 H 3.8137 0.0336 5.5725
132 C -0.2927 1.7810 0.6802
133 C 0.4637 0.5789 0.0526
134 C -0.2990 -0.6326 -0.4254
135 O 1.2560 1.1173 -0.9898
136 H -1.1193 1.6084 1.3814
137 H -0.7353 2.4703 -0.0413
138 H 0.3510 2.3937 1.3156
139 H 1.0889 0.2173 0.8849
140 H 0.3443 -1.1983 -1.1004
141 H -1.1883 -0.3259 -0.9846
142 H -0.6990 -1.2642 0.3667
143 H 1.8789 1.7573 -0.6308

Computed properties:
- Lowest unoccupied orbital energy: 0.1238 eV
- Strongest force on any atom: 2.03 eV/Å

***

(3)
DFT (the ωB97M-V functional and the def2-TZVPD basis) results for C31H9F18GeN2PtS as an isolated structure.

Element x y z (Å)
1 Pt -2.1831 -0.0378 -0.8364
2 C -1.0406 -5.7049 -2.3279
3 C -1.8072 -5.8683 -1.1772
4 C -2.3299 -4.7657 -0.5244
5 C -2.0798 -3.4963 -1.0273
6 C -1.3367 -3.3232 -2.1808
7 C -0.8130 -4.4343 -2.8310
8 N -2.5831 -2.2918 -0.3947
9 N -3.4218 -2.4944 0.5038
10 C -3.9591 -1.2956 1.0434
11 C -4.8279 -1.4544 2.1207
12 C -5.3463 -0.3392 2.7466
13 C -4.9728 0.9215 2.2788
14 C -4.1206 1.0689 1.1980
15 C -3.5958 -0.0454 0.5211
16 H -0.6184 -6.5692 -2.8248
17 H -1.9970 -6.8607 -0.7884
18 H -2.9222 -4.8720 0.3732
19 H -1.1781 -2.3263 -2.5665
20 H -0.2233 -4.2974 -3.7279
21 H -5.0673 -2.4560 2.4557
22 H -6.0136 -0.4406 3.5922
23 H -5.3667 1.8068 2.7656
24 H -3.8708 2.0624 0.8514
25 F 4.5337 0.6249 -1.5398
26 C 4.1886 -0.4031 -0.7463
27 C 2.9880 -0.4118 -0.0630
28 C 2.7282 -1.5465 0.6905
29 F 1.5755 -1.6613 1.3593
30 C 3.6144 -2.6022 0.7934
31 F 3.3309 -3.6746 1.5371
32 C 4.8135 -2.5446 0.1061
33 F 5.6846 -3.5514 0.1929
34 C 5.1037 -1.4416 -0.6713
35 F 6.2576 -1.3903 -1.3456
36 Ge 1.4900 0.8485 -0.3523
37 S 0.1333 -0.3174 -1.4982
38 C 2.2601 2.4662 -1.1867
39 C 3.3349 3.0812 -0.5707
40 F 3.8188 2.5832 0.5832
41 C 3.9729 4.1924 -1.0851
42 F 5.0145 4.7505 -0.4594
43 C 3.5162 4.7268 -2.2766
44 F 4.1122 5.8002 -2.7982
45 C 2.4392 4.1505 -2.9214
46 F 2.0006 4.6796 -4.0664
47 C 1.8240 3.0338 -2.3717
48 F 0.7838 2.5426 -3.0383
49 C 0.9415 1.5916 1.3849
50 C 1.4657 1.3105 2.6329
51 F 2.4828 0.4521 2.7878
52 C 1.0022 1.9224 3.7858
53 F 1.5330 1.6298 4.9777
54 C -0.0124 2.8564 3.7014
55 F -0.4633 3.4516 4.8062
56 C -0.5504 3.1815 2.4699
57 F -1.5160 4.0973 2.3874
58 C -0.0649 2.5442 1.3416
59 F -0.6005 2.8885 0.1691
60 F -2.2617 2.7954 -1.5153
61 C -2.8733 1.5941 -1.7501
62 F -4.2023 1.8654 -1.5940
63 F -2.7248 1.3973 -3.1003

Computed properties:
- Lowest unoccupied orbital energy: 1.7699 eV
- Energy above the lowest of the compared OMol25 structures with the same formula, charge and spin: 78.78 kJ/mol
- Strongest force on any atom: 0.80 eV/Å
- Charge: -1

***

(4)
DFT (the ωB97M-V functional and the def2-TZVPD basis) results for C32H19Cl2CrGeN4O as an isolated structure.

Element x y z (Å)
1 Cr 0.8308 0.2087 1.5017
2 Cl 0.6254 -0.9247 6.0326
3 C 1.7980 -1.3202 4.8579
4 C 3.0177 -1.9052 5.2541
5 C 3.9662 -2.2614 4.3354
6 Cl 5.4233 -3.0063 4.8577
7 C 3.7548 -2.0322 2.9485
8 C 4.6277 -2.3905 1.9045
9 C 4.2836 -2.1357 0.5973
10 C 3.0847 -1.4802 0.3134
11 N 2.2514 -1.1210 1.2769
12 C 2.5441 -1.4245 2.5834
13 C 1.5382 -1.0884 3.5243
14 O 0.3708 -0.6144 3.0360
15 H 3.1890 -2.0856 6.3059
16 H 5.5663 -2.8739 2.1409
17 H 4.9380 -2.4142 -0.2151
18 H 2.7968 -1.2232 -0.6977
19 N 1.4810 1.8867 1.0968
20 C 1.9317 2.9658 0.9281
21 C 2.4479 4.1909 0.7391
22 C 1.8169 5.0931 -0.1662
23 N 1.2913 5.8138 -0.8908
24 C 3.6355 4.5399 1.4505
25 N 4.5814 4.8108 2.0444
26 C -0.3100 0.0193 0.3899
27 Ge -1.6513 0.0122 -1.1205
28 C -1.6090 1.8740 -1.6238
29 C -1.9226 2.8371 -0.6622
30 C -1.8597 4.1847 -0.9782
31 C -1.4883 4.5779 -2.2577
32 C -1.1966 3.6269 -3.2243
33 C -1.2534 2.2749 -2.9092
34 C -3.2791 -0.5992 -0.2850
35 C -3.2661 -1.5245 0.7572
36 C -4.4579 -1.9621 1.3164
37 C -5.6673 -1.4803 0.8357
38 C -5.6886 -0.5580 -0.2012
39 C -4.4981 -0.1152 -0.7588
40 C -0.8302 -1.2176 -2.3633
41 C 0.4099 -0.9277 -2.9356
42 C 1.0073 -1.8295 -3.8034
43 C 0.3697 -3.0271 -4.1033
44 C -0.8612 -3.3232 -3.5369
45 C -1.4591 -2.4233 -2.6642
46 H -2.2209 2.5360 0.3373
47 H -2.0863 4.9302 -0.2284
48 H -1.4269 5.6307 -2.4989
49 H -0.9213 3.9361 -4.2239
50 H -1.0235 1.5374 -3.6690
51 H -2.3274 -1.9105 1.1410
52 H -4.4423 -2.6777 2.1278
53 H -6.5962 -1.8218 1.2729
54 H -6.6315 -0.1799 -0.5731
55 H -4.5251 0.6166 -1.5586
56 H 0.9047 0.0137 -2.7177
57 H 1.9624 -1.5957 -4.2560
58 H 0.8330 -3.7285 -4.7845
59 H -1.3585 -4.2537 -3.7763
60 H -2.4207 -2.6603 -2.2234

Computed properties:
- Lowest unoccupied orbital energy (alpha / beta): -4.9787 / -6.1262 eV
- Energy above the lowest of the compared OMol25 structures with the same formula, charge and spin: 0.00 kJ/mol
- Strongest force on any atom: 0.66 eV/Å
- Charge: +1

***

(5)
DFT (the ωB97M-V functional and the def2-TZVPD basis) results for C32H20BrI2NO5PTa as an isolated structure in a non-equilibrium geometry.

Element x y z (Å)
1 Ta -0.4498 1.6891 0.3520
2 O 4.4799 5.4676 0.4937
3 C 3.4677 4.8617 0.4451
4 C 2.8606 4.1822 -0.7947
5 O 3.2829 4.2402 -1.9284
6 C 1.7382 3.3776 -0.1906
7 C 1.4791 3.5881 1.1418
8 O 0.4970 2.9410 1.7282
9 C 2.5224 4.4871 1.6740
10 O 2.6696 4.7711 2.8157
11 O 0.8836 2.4671 -0.6948
12 I 0.5966 0.2288 2.5175
13 C 0.2320 -1.8410 2.4901
14 C 0.0922 -2.2927 3.7721
15 C 0.2714 -3.6420 4.0181
16 C 0.5945 -4.4744 3.0102
17 C 0.6974 -4.0258 1.6785
18 C 1.0426 -4.9319 0.6532
19 C 1.1295 -4.5167 -0.6441
20 C 0.8397 -3.2022 -0.9816
21 C 0.5550 -2.2685 -0.0035
22 P 0.1120 -0.6858 -0.8137
23 C 1.5625 -0.2256 -1.7694
24 C 2.8438 -0.5571 -1.2884
25 C 3.9683 -0.1511 -1.9608
26 C 3.8605 0.5701 -3.1532
27 C 2.6099 0.9805 -3.5952
28 C 1.4737 0.6214 -2.8661
29 C -1.2697 -1.2281 -1.8895
30 C -2.3932 -1.7055 -1.2269
31 C -3.4892 -2.1209 -1.9864
32 C -3.4341 -2.0464 -3.3847
33 C -2.2948 -1.5964 -4.0434
34 C -1.2066 -1.1686 -3.2921
35 C 0.4815 -2.6568 1.3558
36 H -0.0501 -1.6035 4.5790
37 H 0.2401 -3.9987 5.0552
38 H 0.8090 -5.5388 3.2114
39 H 1.2285 -5.9574 0.9177
40 H 1.3971 -5.1975 -1.4257
41 H 0.8142 -2.9290 -2.0303
42 H 2.9541 -1.2100 -0.4233
43 H 4.9393 -0.4681 -1.5877
44 H 4.7554 0.8460 -3.7066
45 H 2.4552 1.5042 -4.5071
46 H 0.5083 0.9905 -3.1997
47 H -2.4169 -1.7056 -0.1540
48 H -4.3937 -2.5213 -1.5126
49 H -4.3095 -2.3321 -3.9683
50 H -2.2730 -1.5421 -5.1192
51 H -0.3080 -0.8785 -3.8296
52 Br -1.6682 5.0372 0.7615
53 C -2.4684 3.6951 1.7975
54 C -3.5644 4.0812 2.5563
55 C -4.2323 3.1043 3.2286
56 C -3.8494 1.7770 3.0697
57 C -2.7482 1.4560 2.2877
58 N -2.0696 2.4305 1.6712
59 H -3.8350 5.1199 2.6122
60 H -5.1122 3.3267 3.8477
61 H -4.4131 0.9741 3.5600
62 H -2.4286 0.4124 2.1434
63 I -2.2673 1.9912 -1.4735

Computed properties:
- Lowest unoccupied orbital energy: -7.7803 eV
- Energy above the lowest of the compared OMol25 structures with the same formula, charge and spin: 57.72 kJ/mol
- Strongest force on any atom: 2.08 eV/Å
- Charge: +2